# 1
The following is a quantum chemistry calculation of a molecular structure, C21H30ClGeMn, from the Open Molecules 2025 dataset.

The total energy comes out at -122619.4474 eV. As for the spin multiplicity: 5. Its expectation value of S² is 6.24. The calculation puts the LUMO energy (spin up / spin down) at 0.6 / 0.1 eV. The value obtained for the relative energy (zero: lowest compared OMol25 entry of this formula, charge and spin) is 0.0 kJ/mol. The largest force on an atom is 0.4 eV Å⁻¹.

Positions of all 54 atoms, in Å:
1 H -0.77 -1.68 -2.73
2 H 2.61 -2.19 0.15
3 C -1.70 -2.11 -2.36
4 H -1.83 0.35 2.06
5 C -1.31 0.86 -0.50
6 H -1.81 1.88 4.00
7 H 4.08 -3.02 -3.34
8 H -2.16 0.19 -0.43
9 H 4.31 -2.63 -1.63
10 C 2.38 -0.72 -1.42
11 C -1.58 2.26 3.01
12 H 1.89 -2.60 -2.23
13 H -2.04 -2.85 -3.09
14 C 1.94 1.55 -0.57
15 H 2.85 1.91 2.66
16 C -0.51 -4.66 -0.89
17 H 2.52 -0.55 2.01
18 C -1.27 3.60 2.84
19 H -3.09 -3.85 1.13
20 H -0.76 5.11 1.39
21 H 2.12 -2.07 -4.61
22 C -1.03 3.20 0.48
23 C -1.00 4.07 1.56
24 H -2.44 -1.31 -2.31
25 H 2.70 -0.45 -4.25
26 C 2.42 -0.20 0.99
27 C -1.33 1.84 0.62
28 C 2.13 2.15 1.87
29 C 2.45 -1.14 -0.08
30 C -1.61 1.41 1.92
31 H 4.64 -1.41 -2.87
32 C -3.20 -3.38 0.15
33 H 0.49 -4.50 -1.29
34 H 1.03 -0.90 -3.87
35 H 1.86 0.97 -2.65
36 C 2.22 1.16 0.75
37 H -1.25 4.28 3.68
38 Mn 0.46 -0.14 -0.18
39 C 2.06 -1.25 -3.89
40 H -1.06 -5.29 -1.59
41 C 2.52 -1.75 -2.52
42 C 2.05 0.62 -1.65
43 C 3.98 -2.23 -2.59
44 H -0.21 -2.13 1.53
45 H -0.41 -5.19 0.06
46 C -0.39 -1.79 0.51
47 H 2.33 3.16 1.52
48 Cl -0.70 3.88 -1.10
49 H -3.79 -2.47 0.27
50 H -3.74 -4.07 -0.50
51 H 1.69 2.57 -0.79
52 H 1.13 2.14 2.31
53 Ge -1.44 -2.95 -0.60
54 H -1.29 1.33 -1.48

# 2
The following is a quantum chemistry calculation of C21H30FN3O3 in the gas phase, from the Open Molecules 2025 dataset.

The total energy comes out at -35594.6552 eV. The calculation puts the LUMO energy at 0.7 eV. The value obtained for the relative energy (zero: lowest compared OMol25 entry of this formula, charge and spin) is 55.3 kJ/mol. The largest force on an atom is 0.6 eV Å⁻¹.

Positions of all 58 atoms, in Å:
1 C 1.29 1.13 1.27
2 C 1.91 -2.01 -0.95
3 C -6.08 -0.67 0.35
4 H 1.31 -1.80 -1.83
5 H -1.54 0.21 1.39
6 H -5.78 -1.08 1.32
7 N -4.11 0.77 0.74
8 H 4.68 -1.31 -2.42
9 C -3.18 -0.12 0.04
10 N -1.45 1.58 -0.21
11 C -6.18 -2.82 -0.58
12 H 2.07 1.49 -2.08
13 C -2.61 2.45 -0.29
14 C 3.71 1.29 0.78
15 H 0.47 1.56 1.85
16 C -1.73 0.25 0.32
17 H 2.47 2.94 1.34
18 H 3.96 -2.87 2.18
19 N 3.42 1.20 -0.53
20 H 4.56 1.24 -2.28
21 C 1.34 -2.70 0.10
22 C -3.57 2.12 0.84
23 C 3.84 -0.78 -1.97
24 H -7.17 -0.57 0.33
25 C 2.05 -3.02 1.24
26 H -4.39 2.84 0.86
27 O 4.76 0.90 1.27
28 H 2.83 1.80 2.65
29 H 1.41 0.09 1.58
30 H 2.17 2.83 -0.94
31 H -6.06 1.44 0.70
32 F 0.03 -3.06 0.01
33 H -3.10 2.33 -1.26
34 H -5.80 -3.38 -1.43
35 C -5.44 0.71 0.17
36 H 3.09 -0.62 -2.75
37 C 2.58 1.88 1.59
38 O -0.10 3.24 -0.88
39 H -2.25 3.48 -0.22
40 C 3.96 -1.94 0.27
41 C 3.23 -1.61 -0.87
42 C 2.18 1.74 -1.02
43 H 5.27 0.42 -0.87
44 H -3.36 -0.11 -1.05
45 H 4.99 -1.63 0.35
46 O -5.66 -1.52 -0.70
47 C -0.23 2.09 -0.48
48 H -3.35 -1.14 0.39
49 C 4.35 0.57 -1.44
50 H -3.03 2.20 1.80
51 H 1.57 -3.55 2.04
52 C 0.97 1.19 -0.24
53 C 3.38 -2.64 1.31
54 H -1.09 -0.49 -0.17
55 H -7.28 -2.81 -0.60
56 H -5.45 0.95 -0.91
57 H -5.85 -3.30 0.35
58 H 0.75 0.18 -0.60

# 3
The following is a quantum chemistry calculation of C21H30N2O7 in the gas phase, from the Open Molecules 2025 dataset.

The total energy comes out at -39578.8756 eV. The calculation puts the LUMO energy at 0.8 eV. The value obtained for the relative energy (zero: lowest compared OMol25 entry of this formula, charge and spin) is 19.0 kJ/mol. The largest force on an atom is 0.7 eV Å⁻¹.

Positions of all 60 atoms, in Å:
1 C -5.43 -2.77 -1.34
2 C -0.48 0.06 3.46
3 C -2.60 -0.43 -1.03
4 H -1.01 -0.84 3.78
5 C 4.70 0.52 0.23
6 O -2.70 0.45 1.61
7 C -2.09 -0.32 -2.47
8 C -0.44 4.60 5.26
9 H 0.66 -2.03 -3.76
10 H -0.49 5.19 4.33
11 H -5.72 -2.92 -0.30
12 O 0.47 2.88 3.48
13 H -0.59 -0.69 -0.42
14 H 0.13 -1.00 1.71
15 H 4.51 1.17 1.07
16 O -4.59 -1.63 -1.45
17 H 2.32 1.66 -1.91
18 H 0.61 4.48 5.55
19 O -1.04 3.33 5.06
20 C -0.51 2.55 4.12
21 H -1.70 1.04 4.97
22 H -2.12 1.44 3.31
23 H -1.15 -2.23 -2.07
24 H 3.64 -0.02 -2.93
25 C -1.27 1.27 3.99
26 C 2.96 1.80 -1.03
27 H -3.02 -2.61 -3.67
28 H -3.27 0.41 -0.80
29 H 3.44 2.78 -1.09
30 H 0.68 -0.70 -2.60
31 H 0.04 -0.44 -4.24
32 H 5.32 -1.82 -2.76
33 O 2.14 1.88 0.14
34 C -0.32 -0.03 1.94
35 C -3.41 -1.71 -0.84
36 C 5.15 -1.16 -1.92
37 H -6.31 -2.56 -1.95
38 C -1.65 0.03 1.16
39 C 0.11 -1.15 -3.41
40 N 0.59 0.99 1.45
41 C -2.03 -2.32 -4.01
42 C 4.20 -0.15 -2.02
43 H -1.46 0.57 -2.53
44 C 5.63 -0.50 0.33
45 H -2.94 -0.17 -3.13
46 N -1.50 -0.39 -0.10
47 O -3.04 -2.67 -0.22
48 H 0.51 0.05 3.92
49 H -1.49 -3.22 -4.28
50 C 5.86 -1.33 -0.75
51 O 1.25 -0.12 -0.41
52 H 6.59 -2.13 -0.67
53 H 6.19 -0.63 1.25
54 C 1.32 0.83 0.34
55 H -2.14 -1.70 -4.90
56 H 0.72 1.82 2.03
57 H -1.01 5.09 6.05
58 C -1.28 -1.55 -2.92
59 H -4.92 -3.66 -1.69
60 C 3.98 0.70 -0.94

# 4
The following is a quantum chemistry calculation of a molecular structure, C21H30N2OP2Ru in a non-equilibrium geometry, from the Open Molecules 2025 dataset.

The total energy comes out at -48433.2721 eV. As for the spin multiplicity: 5. Its expectation value of S² is 6.05. As for the total charge: +2. The calculation puts the LUMO energy (spin up / spin down) at -7.0 / -8.7 eV. The value obtained for the relative energy (zero: lowest compared OMol25 entry of this formula, charge and spin) is 0.0 kJ/mol. The largest force on an atom is 3.1 eV Å⁻¹.

Positions of all 57 atoms, in Å:
1 H 2.11 3.28 -1.60
2 C -0.70 -0.17 -3.84
3 C -1.98 1.26 2.19
4 H 0.16 1.82 -6.46
5 H -4.43 -4.10 -2.30
6 H -1.75 3.15 -1.53
7 C -0.41 2.53 -4.48
8 H 1.81 -2.01 3.20
9 H -1.02 1.57 2.61
10 C -0.12 1.54 -5.44
11 H -2.47 2.09 1.66
12 C 0.24 3.30 0.76
13 P 0.22 2.10 -0.59
14 C -0.74 3.02 -1.95
15 H -4.10 -0.72 1.14
16 H -0.27 3.59 -4.73
17 C -1.25 0.84 -3.01
18 P -1.75 -0.14 1.05
19 O 1.64 0.27 1.01
20 H -0.76 -1.52 2.75
21 H 0.20 -0.61 -5.74
22 C -3.83 -3.21 -2.11
23 H -2.23 -3.76 -3.51
24 C -1.73 -1.54 2.22
25 H 1.09 -2.11 1.64
26 C 1.92 2.25 -1.24
27 C -1.96 -1.80 -2.71
28 Ru -0.03 -0.15 -0.42
29 N -2.09 0.52 -1.98
30 C -2.52 -0.78 -1.89
31 H 0.68 4.24 0.42
32 C -2.64 -3.03 -2.81
33 C -3.48 -1.14 -0.90
34 C -4.21 -2.31 -1.10
35 H -3.79 0.74 0.10
36 H -0.26 3.99 -2.14
37 C 1.95 -0.31 2.09
38 C -0.65 -1.48 -3.22
39 C -3.48 -0.29 0.33
40 H 3.67 0.78 2.61
41 C -0.14 0.19 -5.08
42 H -2.64 0.88 2.99
43 H -0.01 -2.27 -3.63
44 H 2.61 2.00 -0.43
45 C 2.80 0.36 3.12
46 N 1.47 -1.52 2.38
47 H 2.05 1.55 -2.07
48 H -5.07 -2.52 -0.45
49 H 0.85 2.91 1.58
50 C -0.84 2.19 -3.20
51 H 3.13 -0.35 3.89
52 H -0.21 -1.53 0.35
53 H -0.77 3.49 1.13
54 H 0.08 -1.04 -1.72
55 H 2.25 1.19 3.59
56 H -1.83 -2.47 1.66
57 H -2.57 -1.39 2.90